No. 1
Density functional theory data (ωB97M-V/def2-TZVPD) for a molecular structure, C23H26ClN3Tc.

Each line ends with the Löwdin charge.
Element x y z (Å)
Tc (0.415, 0.797, 0.344)  1.46
C (-0.240, -0.732, 2.926)  -0.04
N (-0.264, -0.991, 1.461)  -0.30
C (-1.645, -1.393, 1.052)  -0.03
C (0.649, -2.099, 1.133)  -0.21
C (0.660, -3.290, 1.832)  0.00
C (1.576, -4.274, 1.489)  -0.03
C (2.483, -4.051, 0.461)  -0.03
C (2.457, -2.870, -0.259)  0.00
C (1.506, -1.894, 0.051)  -0.21
N (1.381, -0.642, -0.557)  -0.07
C (1.923, -0.296, -1.809)  -0.21
C (2.213, -1.193, -2.838)  0.00
C (2.749, -0.727, -4.027)  -0.03
C (2.996, 0.626, -4.210)  -0.03
C (2.654, 1.534, -3.216)  0.00
C (2.096, 1.075, -2.040)  -0.21
N (1.657, 1.991, -0.967)  -0.34
C (0.909, 3.154, -1.525)  -0.05
C (2.837, 2.478, -0.194)  -0.04
H (-0.580, -1.607, 3.478)  0.10
H (-0.907, 0.092, 3.156)  0.07
H (0.777, -0.496, 3.238)  0.11
H (-1.916, -2.325, 1.549)  0.11
H (-1.672, -1.549, -0.025)  0.11
H (-2.351, -0.618, 1.340)  0.07
H (-0.022, -3.465, 2.653)  0.12
H (1.596, -5.204, 2.040)  0.12
H (3.226, -4.799, 0.224)  0.13
H (3.199, -2.697, -1.023)  0.12
H (1.987, -2.242, -2.729)  0.12
H (2.968, -1.428, -4.820)  0.13
H (3.430, 0.982, -5.134)  0.13
H (2.822, 2.589, -3.382)  0.12
H (1.552, 3.759, -2.163)  0.10
H (0.562, 3.783, -0.707)  0.09
H (0.064, 2.798, -2.111)  0.11
H (3.505, 3.041, -0.848)  0.11
H (3.382, 1.626, 0.211)  0.10
H (2.502, 3.128, 0.613)  0.09
Cl (-4.852, 2.730, 5.612)  0.81
C (-3.846, 2.475, 4.265)  -0.63
C (-4.405, 2.036, 3.060)  -0.06
C (-3.592, 1.844, 1.971)  -0.01
C (-2.198, 2.059, 2.062)  -0.31
C (-1.365, 1.805, 0.942)  -0.15
C (-1.662, 2.514, 3.290)  -0.03
C (-2.472, 2.724, 4.376)  -0.06
H (-5.472, 1.871, 2.996)  0.12
H (-4.023, 1.529, 1.028)  0.13
H (-0.408, 2.433, 0.959)  0.06
H (-1.878, 1.769, -0.025)  0.10
H (-0.599, 2.716, 3.369)  0.13
H (-2.072, 3.087, 5.312)  0.12

## Properties
2S+1: 4
Relative energy (zero: lowest compared OMol25 entry of this formula, charge and spin) in eV: 0.917
Charge: +2
Gap between HOMO and LUMO (spin up / spin down) in eV: 5.7 / 5.8
E_tot in hartree: -1596.65641
LUMO energy (spin up / spin down) in eV: -8.10 / -8.13

---

No. 2
Density functional theory data (ωB97M-V/def2-TZVPD) for a molecular structure, C23H26N2O3S at a distorted geometry.

Each line ends with the Löwdin charge.
Element x y z (Å)
C (-1.692, -2.673, 1.475)  0.02
C (-0.480, -2.679, 0.345)  -0.30
H (-0.772, -3.133, -0.572)  0.12
H (0.342, -3.126, 0.737)  0.07
O (-0.343, -1.524, -0.259)  -0.05
C (0.411, -0.690, 0.687)  -0.17
O (0.976, -1.171, 1.760)  0.04
C (0.516, 0.794, 0.018)  -0.03
C (1.444, 1.673, 0.423)  -0.28
N (1.544, 2.882, 0.022)  0.15
C (0.489, 3.656, -0.804)  -0.31
O (0.484, 4.710, -1.277)  0.17
N (-0.378, 2.401, -1.329)  0.09
H (-1.100, 3.048, -1.775)  0.17
C (-0.547, 1.167, -0.973)  -0.31
C (-2.009, 0.882, -0.196)  -0.15
C (-2.750, -0.020, -1.054)  0.07
C (-4.114, -0.225, -0.631)  -0.38
C (-4.419, 0.428, 0.443)  -0.09
C (-3.725, 1.150, 1.405)  0.04
C (-2.445, 1.413, 0.806)  -0.23
C (-1.672, 2.359, 1.956)  0.04
H (-0.774, 1.779, 2.317)  0.06
H (-2.228, 2.740, 2.767)  0.03
H (-1.087, 3.250, 1.013)  0.17
H (-3.979, 1.502, 2.222)  0.02
H (-5.513, -0.094, 0.844)  0.17
C (-4.932, -0.839, -1.616)  -0.05
H (-5.729, -1.636, -0.872)  0.18
H (-5.535, -0.394, -2.154)  -0.03
H (-4.374, -1.550, -2.272)  0.09
H (-2.450, -0.266, -2.175)  0.17
H (-0.379, 0.613, -1.735)  0.08
H (2.240, 3.415, 0.280)  0.04
C (2.590, 1.260, 1.445)  -0.35
H (2.710, 0.463, 1.692)  -0.10
H (2.546, 1.883, 2.207)  0.02
S (4.226, 1.898, 1.029)  0.88
C (4.203, 1.084, -0.851)  -0.31
C (3.637, -0.249, -0.705)  -0.21
C (4.404, -1.349, 0.257)  0.04
C (3.742, -2.507, 0.395)  -0.05
C (2.772, -3.053, -0.656)  -0.07
C (2.250, -2.266, -1.558)  -0.06
C (2.628, -0.751, -1.707)  0.11
H (2.438, -0.186, -2.346)  -0.03
H (1.591, -2.563, -2.200)  0.04
H (2.658, -4.180, -0.603)  0.13
H (4.351, -3.172, 0.760)  0.04
H (4.980, -0.867, 0.805)  0.00
H (5.287, 1.148, -1.241)  0.10
H (3.628, 1.674, -1.598)  0.08
H (-1.228, -2.077, 2.179)  0.03
H (-2.562, -2.267, 1.093)  0.02
H (-1.870, -3.764, 1.780)  0.10

## Properties
Relative energy (zero: lowest compared OMol25 entry of this formula, charge and spin) in eV: 21.201
Gap between HOMO and LUMO in eV: 8.0
E_tot in hartree: -1624.75134
LUMO energy in eV: 0.10

---

What is the relative energy (zero: lowest compared OMol25 entry of this formula, charge and spin) in the second record? 21.201 eV

---

Which of these has the lowest E_tot? C23H26N2O3S

---

Which of these has the lowest relative energy (zero: lowest compared OMol25 entry of this formula, charge and spin)? C23H26ClN3Tc

---

Which value of E_tot does entry 2 give? -1624.75134 hartree